A structure of composition C33H39Cl3N11O3RhS2, computed with ωB97M-V/def2-TZVPD.

Geometry as XYZ:
```
92
Properties=species:S:1:pos:R:3:lowdin_charge:R:1
H -1.639 0.408 2.789 0.134
C 5.237 0.112 3.545 -0.063
N 0.487 5.212 -0.657 -0.076
H 4.929 2.548 4.706 0.110
C -5.246 -2.846 -3.444 -0.393
H 4.688 2.925 2.998 0.110
C 0.014 -4.901 -3.728 -0.098
S -4.242 -2.446 -4.772 1.028
O 4.374 -0.179 -0.461 -0.001
C -0.273 -4.462 -2.449 -0.043
N 2.161 5.212 1.046 -0.078
C -0.545 -4.459 0.579 -0.028
N 1.063 -1.238 0.659 -0.034
C 1.163 5.659 2.016 -0.139
H 1.258 3.447 -1.431 0.143
H 0.943 -4.623 -4.204 0.115
N 4.082 1.009 3.607 -0.120
H -0.539 1.234 -1.999 0.117
N -1.116 0.815 0.776 -0.023
H 2.548 5.417 -1.008 0.139
C -3.248 -2.345 -2.390 -0.331
C -2.316 -2.113 -1.238 -0.162
Cl -3.880 -6.051 -1.805 0.784
C 0.033 -2.053 0.853 -0.135
H 2.167 -4.191 -0.230 0.141
C -1.943 0.664 1.787 -0.148
N 0.866 3.187 0.636 -0.138
C -4.600 -2.749 -2.254 -0.160
H 5.835 0.343 2.659 0.141
C 2.088 -2.024 0.188 -0.106
H -2.623 -1.195 -0.731 0.111
C 0.513 3.769 -0.698 -0.150
N 3.202 -0.941 3.172 0.056
N 0.343 -3.310 0.513 -0.037
H 5.016 -1.872 2.634 0.129
Cl -1.404 -1.631 -4.304 0.693
H -2.484 -5.103 0.014 0.114
H 5.862 0.230 4.429 0.138
H 4.680 -1.848 4.374 0.134
H -2.368 1.773 -3.588 0.121
H -0.472 3.411 -0.998 0.106
H -0.537 6.742 0.343 0.139
H -0.934 -4.523 1.596 0.141
H -1.296 -1.975 -1.613 0.099
C -4.277 1.453 -0.804 0.019
H -6.271 -3.122 -3.620 0.077
H -1.488 5.270 0.034 0.135
H 1.768 6.815 -0.243 0.139
H 3.066 -1.655 -0.054 0.074
C 4.595 -1.281 3.445 -0.082
N -3.223 0.853 1.431 0.172
H 1.431 5.294 3.009 0.134
C -1.904 1.111 -0.329 -0.262
S 1.388 1.041 3.232 0.813
N 3.725 0.817 -0.349 -0.210
C 2.969 0.359 3.324 -0.699
C -3.925 1.686 -2.117 -0.036
C -1.763 -4.382 -0.379 -0.258
C 2.193 3.772 1.013 -0.191
H -1.125 3.352 1.343 0.118
H 2.475 -1.626 3.064 0.139
H -4.025 0.799 2.040 0.182
H -2.803 -6.681 -4.299 0.115
N -0.158 5.148 1.650 -0.079
H 2.933 3.455 0.278 0.122
H 3.294 2.866 4.112 0.073
H 0.028 -5.359 0.363 0.147
C 1.649 -3.307 0.092 -0.034
H 1.133 6.749 2.025 0.138
H -5.054 -2.964 -1.300 0.118
H 0.127 3.326 2.612 0.083
O 3.050 1.127 0.702 -0.344
H -4.691 1.936 -2.836 0.122
C -2.092 -6.053 -3.784 -0.107
C -2.367 -5.601 -2.504 -0.571
C 4.253 2.419 3.862 -0.014
C -0.507 5.653 0.321 -0.137
Cl -0.540 -6.287 -5.970 0.737
H 2.463 3.391 1.998 0.077
C -1.456 -4.803 -1.800 -0.196
C 1.801 5.727 -0.275 -0.135
C -0.132 3.708 1.622 -0.192
O -2.387 -3.100 -0.212 -0.106
H -5.305 1.510 -0.475 0.126
C -2.591 1.603 -2.545 -0.050
H 0.452 -3.832 -1.958 0.095
C -1.568 1.315 -1.668 -0.045
C -2.919 -2.144 -3.705 -0.969
C -0.894 -5.710 -4.393 -0.662
C -3.246 1.154 0.081 -0.190
Rh 1.004 0.934 0.819 1.005
H -0.932 -1.774 1.230 0.129
```

Calculated values
total charge: +2
relative energy (zero: lowest compared OMol25 entry of this formula, charge and spin): 19.8 kcal/mol
HOMO energy (spin up / spin down): -0.4590 / -0.4590 Eh
gap between HOMO and LUMO (spin up / spin down): 0.1625 / 0.1625 hartree
max |F|: 0.0931 hartree/bohr